Below is C18H54AlAs2F12N9O3P3 as an isolated structure at a distorted geometry, with properties calculated with the ωB97M-V functional and the def2-TZVPD basis.

Results
Lowest unoccupied orbital energy in eV: -5.647
Calculated total energy in eV: -227833.3786
Orbital gap in eV: 1.139

```
! wB97M-V def2-TZVPD RIJCOSX def2/J DEFGRID3
* xyz 1 1
Al -0.5039 -2.1984 -2.7827
As -6.3731 -0.8632 -6.3041
F -1.8891 -3.1058 -2.6307
F -5.2464 -1.7738 -7.3575
F -5.4533 -1.4439 -4.9080
F -7.4514 0.1391 -5.5851
F -7.4155 -2.2825 -6.3537
F -5.3492 0.7184 -6.4298
As -2.5159 -1.9436 3.4459
F -3.8801 -2.5222 4.3320
F -2.9831 -2.9636 2.1103
F -1.0603 -2.9050 3.8654
F -1.5447 -1.1687 2.0854
F -1.9307 -0.6975 4.5920
F 0.5788 -2.4167 -4.0667
O -0.9052 -0.5175 -2.6579
P -1.7014 0.6789 -2.4912
N -2.6684 0.8279 -4.0463
C -2.7245 -0.4004 -5.0098
C -3.6321 1.6941 -4.2893
N -0.9776 2.1960 -2.6225
C -0.7145 2.8694 -3.8687
C -0.5426 2.9453 -1.3783
N -2.8658 0.5316 -1.3501
C -3.4139 -0.8631 -0.9631
C -3.8385 1.5909 -1.1851
H -2.7331 -0.1535 -6.0472
H -3.6023 -0.8985 -4.6125
H -1.8557 -1.1812 -4.8003
H -4.3608 1.3631 -5.0226
H -3.6735 2.5451 -3.5645
H 4.4723 6.4079 2.3181
H -0.8697 2.3658 -4.8682
H -1.3096 3.8011 -3.9533
H 0.2816 3.3080 -3.7430
H 0.3225 2.4550 -0.8120
H -0.2266 3.9229 -1.6481
H -1.3336 3.0943 -0.6517
H -2.5562 -1.5559 -0.8137
H -3.8150 -0.7688 0.0709
H -4.0537 -1.2780 -1.7275
H -4.1795 1.6199 -0.1851
H -4.7716 1.5046 -1.7826
H -3.3962 2.5190 -1.4775
O 1.6241 1.7694 1.1160
P 1.9907 2.1857 2.4709
N 2.9915 3.5143 2.4862
C 3.3477 4.2714 3.6090
C 3.4808 4.0244 1.1930
N 2.6813 0.9640 3.3098
C 1.9339 -0.0366 4.0179
C 4.1751 0.8104 3.1972
N 0.6379 2.7303 3.3439
C 0.4803 2.6406 4.7495
C -0.2806 3.5262 2.5542
H 3.4909 5.3066 3.3204
H 4.2489 3.9188 4.1127
H 2.6368 4.1968 4.4120
H 4.4491 3.4976 0.8688
H 3.6370 5.1282 1.2562
H 2.7876 3.8139 0.3820
H 2.6851 -0.8162 4.3540
H 1.4269 0.3269 4.8863
H 1.1773 -0.6080 3.3473
H 4.3800 -0.1563 2.7170
H 4.5622 1.5635 2.4417
H 4.6824 0.9846 4.1405
H -0.2821 1.8854 5.0878
H 1.3791 2.3741 5.2733
H 0.0978 3.5592 5.2669
H -0.5035 2.9162 1.6524
H 0.0981 4.5084 2.3725
H -1.1587 3.6094 3.1309
O 0.4482 -2.6176 -1.3647
P 1.4090 -3.1910 -0.4141
N 2.4973 -2.0811 0.1372
C 2.6633 -0.6511 -0.1122
C 3.9373 -2.5907 0.4999
N 2.2621 -4.5281 -0.6921
C 3.3174 -4.5193 -1.6894
C 1.6316 -5.8782 -0.5897
N 0.3982 -3.5750 1.2093
C 1.2946 -3.9485 2.3607
C -0.9206 -3.4659 1.1805
H 2.7550 -0.5369 -1.1915
H 3.6613 -0.3437 0.2033
H 1.8765 -0.0212 0.3130
H 4.1253 -3.6192 0.7883
H 4.2302 -2.0144 1.3468
H 4.6065 -2.2413 -0.2233
H 4.0687 -5.2633 -1.3575
H 2.9022 -4.7895 -2.7192
H 3.7395 -3.4935 -1.8036
H 2.4089 -6.6713 -0.4800
H 0.8097 -6.0216 0.0639
H 1.2204 -5.9839 -1.5805
H 2.0426 -4.6492 1.8730
H 1.6113 -3.0859 2.8534
H 0.7872 -4.5700 3.0763
H -5.0806 9.5281 3.6253
H -1.3737 -3.4884 2.2735
H -1.5242 -3.2937 0.5133
*
```

These are the Löwdin partial charges, in e, on atoms 1 to 8: Al -0.14; As 1.08; F -0.10; F -0.29; F -0.28; F -0.20; F -0.26; F -0.36



Below is a 9-piece molecular cluster, C18H54O15 overall at a distorted geometry, with properties calculated with the ωB97M-V functional and the def2-TZVPD basis.

Results
Lowest unoccupied orbital energy in eV: 0.550
Energy above the lowest of the compared OMol25 structures with the same formula, charge and spin in kcal/mol: 10.9
Calculated total energy in eV: -50250.8765
Orbital gap in eV: 10.297

```
! wB97M-V def2-TZVPD RIJCOSX def2/J DEFGRID3
* xyz 0 1
O -1.1675 -1.8713 -1.7939
C -2.2923 -1.1503 -1.3607
C -2.4548 0.2383 -2.0647
O -1.5953 1.2934 -1.5808
H -1.0932 -1.8087 -2.7526
H -3.1793 -1.7017 -1.6656
H -2.2656 -0.9344 -0.2910
H -3.4786 0.6105 -1.8553
H -2.4223 0.1435 -3.1793
H -0.8397 0.9738 -1.1010
O -2.3724 4.3199 -1.6479
C -3.2941 4.5113 -0.5691
C -2.6944 4.3076 0.7662
O -2.2291 2.9563 0.7954
H -2.1448 3.3747 -1.7804
H -3.6648 5.5313 -0.7605
H -4.2121 3.8575 -0.7108
H -3.3720 4.2929 1.5827
H -1.8995 5.0039 0.8748
H -1.6854 2.7102 0.0580
O 2.7602 6.0698 -1.4398
C 2.5314 5.9711 -2.7909
C 1.0286 5.9013 -3.1984
O 0.4313 4.8317 -2.5366
H 2.7595 5.1327 -1.1069
H 2.8767 6.8778 -3.2667
H 3.0168 5.0872 -3.2090
H 1.0136 5.8015 -4.2933
H 0.5550 6.8775 -2.8961
H -0.4360 5.0929 -2.1465
O 1.8989 -5.4097 1.0703
C 1.8933 -5.0726 -0.3506
C 0.9182 -3.9787 -0.7904
O 1.3125 -2.6998 -0.3747
H 1.9000 -4.5820 1.5486
H 2.9081 -4.8098 -0.6859
H 1.6148 -5.9761 -0.9185
H -0.1070 -4.2851 -0.4180
H 0.8386 -4.0192 -1.9107
H 0.6100 -2.0483 -0.4307
O -0.1908 1.2035 -6.0999
C -0.0328 1.4006 -4.7020
C 0.4371 0.0845 -4.0842
O -0.3915 -0.9189 -4.5658
H -0.3281 2.0278 -6.6139
H 0.6766 2.2452 -4.4552
H -0.9816 1.6471 -4.2902
H 0.2597 0.0020 -3.0296
H 1.4751 -0.1399 -4.3256
H -0.1300 -1.0013 -5.4980
O -2.1791 -2.1779 1.7698
C -2.4994 -1.3727 2.8739
C -1.4455 -0.2724 3.1166
O -1.0959 0.4926 1.9649
H -1.5749 -2.8262 2.2080
H -3.4775 -1.0105 2.7285
H -2.4731 -1.9556 3.8545
H -0.4946 -0.7280 3.4079
H -1.6904 0.3054 3.9679
H -1.6601 1.2772 1.9190
C 2.9273 -2.3189 4.2234
C 2.7507 -1.8820 2.7929
O 1.6149 -2.5300 2.1555
H 3.9184 -1.8469 4.4487
H 2.9849 -3.3954 4.2899
H 2.2113 -1.8806 4.8980
H 3.6515 -2.1790 2.2663
H 2.7167 -0.7994 2.6606
H 1.5586 -2.3589 1.2160
C -1.0965 -5.4486 4.9804
C 0.0211 -4.9604 4.0890
O -0.2884 -3.6390 3.7480
H -1.3088 -4.7715 5.8163
H -0.9896 -6.5030 5.3838
H -1.9670 -5.5276 4.3126
H 0.0732 -5.6627 3.2474
H 0.9372 -5.0511 4.6494
H 0.4723 -3.2417 3.3395
C 1.9716 2.4993 -0.1873
C 1.9949 1.0229 0.1443
O 0.7306 0.3398 0.0128
H 1.2166 2.9416 0.4218
H 1.7387 2.6758 -1.2460
H 2.8828 3.0530 -0.0632
H 2.2951 0.8670 1.1761
H 2.6421 0.4475 -0.5889
H 0.1694 0.4464 0.8471
*
```

These are the Löwdin partial charges, in e, on atoms 1 to 8: O -0.06; C -0.21; C -0.18; O -0.10; H 0.07; H 0.12; H 0.10; H 0.12



Below is a 9-piece molecular cluster, C18H54O18 overall at a distorted geometry, with properties calculated with the ωB97M-V functional and the def2-TZVPD basis.

Results
Lowest unoccupied orbital energy in eV: 0.139
Energy above the lowest of the compared OMol25 structures with the same formula, charge and spin in kcal/mol: 130.5
Calculated total energy in eV: -56387.2934
Orbital gap in eV: 10.023

```
! wB97M-V def2-TZVPD RIJCOSX def2/J DEFGRID3
* xyz 0 1
O 3.4956 0.9081 0.8001
C 3.4447 1.4033 2.0814
C 2.2496 0.9219 2.8741
O 1.0098 1.4278 2.4156
H 2.6038 0.8180 0.4563
H 4.3375 1.0961 2.6261
H 3.5157 2.4843 1.9609
H 2.5041 1.1406 3.9111
H 2.1725 -0.1556 2.7286
H 0.7857 2.2270 2.8980
O -1.7597 -1.1360 4.1568
C -1.0617 -2.3560 4.1438
C -1.7975 -3.4397 3.3994
O -0.9457 -4.4789 2.8659
H -1.3187 -0.4121 3.7062
H -0.0583 -2.1015 3.8025
H -0.8982 -2.6275 5.1867
H -2.3494 -2.9857 2.5763
H -2.5625 -3.8664 4.0480
H -0.1316 -4.5384 3.3710
O -5.8561 -1.7620 3.0145
C -4.8601 -1.1185 3.7005
C -5.3879 0.3402 4.1382
O -6.5575 0.5250 4.8949
H -6.5224 -2.1332 3.5976
H -4.5478 -1.8289 4.4660
H -4.0196 -1.1222 3.0066
H -5.5359 0.8640 3.1939
H -4.5881 1.0189 4.4347
H -6.7354 1.4633 4.9926
O 4.9150 0.2880 -5.3947
C 4.6423 0.1214 -3.9811
C 3.0680 0.2477 -3.5775
O 2.3833 -0.8157 -4.0746
H 4.3936 -0.3927 -5.8265
H 5.0244 -0.8375 -3.6309
H 5.2803 0.7195 -3.3304
H 2.5466 1.1754 -3.8135
H 2.9879 0.2774 -2.4908
H 2.6394 -0.8004 -4.9996
O -2.0391 -2.8736 -2.6861
C -2.0795 -3.5291 -1.3713
C -2.1600 -5.1057 -1.4784
O -3.2155 -5.5593 -2.3039
H -2.3579 -1.9683 -2.7081
H -1.2002 -3.1544 -0.8474
H -3.0213 -3.2707 -0.8870
H -2.1650 -5.5883 -0.5011
H -1.1557 -5.4549 -1.7186
H -2.9362 -5.2567 -3.1712
O 3.5904 -3.3691 -2.3993
C 4.1205 -2.8048 -1.1856
C 3.3616 -3.1278 0.0756
O 2.8291 -4.4687 -0.0083
H 4.1359 -3.1116 -3.1462
H 5.1368 -3.1654 -1.3441
H 4.0940 -1.7198 -1.2866
H 2.6006 -2.3518 0.1590
H 4.1801 -2.7480 0.6871
H 3.0210 -4.6770 -0.9256
O 1.2132 6.5227 2.3426
C 1.0596 5.3257 1.6117
C -0.0344 5.1560 0.5196
O 0.3310 5.4442 -0.8439
H 0.5818 6.6520 3.0541
H 2.0584 5.0389 1.2829
H 0.7661 4.4705 2.2203
H -0.6689 6.0334 0.6456
H -0.6350 4.2467 0.5418
H 0.8492 4.6888 -1.1313
O 0.7028 3.3963 -2.5948
C 0.2520 3.9964 -3.8225
C -1.2087 4.0957 -4.0116
O -1.7232 2.8527 -4.5007
H 0.2104 2.5752 -2.5240
H 0.7010 4.9887 -3.7783
H 0.6205 3.4330 -4.6798
H -1.5435 4.9038 -4.6620
H -1.5369 4.3619 -3.0069
H -2.6812 2.8989 -4.5423
O 0.1717 0.3382 -1.6933
C -0.4138 -0.2715 -0.5846
C -1.3864 0.7220 0.0864
O -2.3459 0.1024 1.0526
H 0.1281 -0.2739 -2.4315
H -0.8395 -1.2113 -0.9362
H 0.2371 -0.6499 0.2036
H -1.8795 1.3789 -0.6301
H -0.9651 1.4792 0.7477
H -3.2659 0.0503 0.7832
*
```

These are the Löwdin partial charges, in e, on atoms 1 to 8: O -0.05; C -0.28; C -0.23; O -0.06; H 0.07; H 0.12; H 0.12; H 0.12



Below is a 9-piece molecular cluster, C18H54O9 overall at a distorted geometry, with properties calculated with the ωB97M-V functional and the def2-TZVPD basis.

Results
Lowest unoccupied orbital energy in eV: 0.650
Energy above the lowest of the compared OMol25 structures with the same formula, charge and spin in kcal/mol: 68.7
Calculated total energy in eV: -37966.8858
Orbital gap in eV: 10.421

```
! wB97M-V def2-TZVPD RIJCOSX def2/J DEFGRID3
* xyz 0 1
C -2.8815 0.4564 2.0656
C -1.8640 0.7481 0.9462
O -0.8864 -0.2699 0.6651
H -3.5175 1.3410 2.1320
H -2.3112 0.3560 2.9673
H -3.4562 -0.4714 1.9100
H -1.3113 1.7243 1.1875
H -2.4374 0.7824 0.0314
H -0.3854 -0.4834 1.4788
C 2.0625 0.0431 3.8863
C 2.0048 -1.2911 3.2216
O 0.9153 -1.2596 2.2507
H 2.0964 0.9370 3.1850
H 3.0266 0.1365 4.3741
H 1.2083 0.0673 4.5435
H 1.8407 -2.0810 3.9715
H 2.8500 -1.5476 2.6224
H 0.7850 -2.1637 1.8828
C -3.6632 -2.7514 -0.7736
C -2.5906 -3.5073 -0.0808
O -1.2628 -3.0063 -0.2786
H -4.5364 -3.3436 -0.5445
H -3.5212 -2.6796 -1.8361
H -3.7144 -1.6679 -0.4488
H -2.5419 -4.5855 -0.2932
H -2.8382 -3.4604 1.0029
H -1.2415 -2.1438 0.1552
C 1.9537 -5.3604 -0.6736
C 1.4419 -5.2873 0.7475
O 0.8729 -4.0025 1.1379
H 1.1164 -5.6007 -1.3806
H 2.7019 -6.1822 -0.7248
H 2.3328 -4.3940 -1.0493
H 2.2083 -5.3460 1.4922
H 0.7266 -6.0378 0.8924
H 0.0580 -3.8271 0.6366
C 1.3638 3.7955 -0.9489
C 0.5957 2.8580 -0.0603
O 1.3597 2.3063 1.0008
H 0.7136 4.0808 -1.7611
H 2.1894 3.2667 -1.4070
H 1.7304 4.6538 -0.4164
H 0.0913 2.0641 -0.6197
H -0.1797 3.5337 0.3360
H 1.9026 1.6057 0.5861
C 3.6390 -0.1889 -1.6084
C 3.1355 -0.9717 -0.4776
O 2.5722 -0.0614 0.5040
H 4.1368 -1.0010 -2.2294
H 4.3487 0.5238 -1.2345
H 2.8282 0.3066 -2.1416
H 3.9503 -1.3970 0.1171
H 2.4074 -1.7588 -0.7483
H 1.8360 -0.5438 0.8693
C -0.7916 -1.9641 -4.0846
C 0.3414 -1.9976 -3.0449
O 0.5415 -3.2223 -2.3683
H -1.6546 -2.3959 -3.5855
H -0.5371 -2.4154 -5.0413
H -1.0571 -0.9161 -4.2934
H 0.1111 -1.2662 -2.2550
H 1.2542 -1.7260 -3.5777
H -0.1444 -3.3310 -1.6736
C -2.4095 1.9304 -2.9815
C -1.9099 2.4814 -4.3107
O -0.7630 3.3633 -4.0813
H -3.2416 1.2430 -3.1024
H -2.7104 2.7106 -2.2764
H -1.6082 1.3992 -2.4693
H -2.7212 3.0263 -4.7853
H -1.4411 1.7051 -4.9469
H -0.9338 3.9504 -3.3603
C -0.7975 6.4905 3.1477
C -0.0559 5.3557 3.7724
O -0.9377 4.2296 3.7304
H -0.2753 7.4383 3.0551
H -1.7219 6.6831 3.6933
H -1.0685 6.1931 2.1416
H 0.1811 5.5405 4.8304
H 0.9025 5.1439 3.3235
H -0.4132 3.4378 3.4813
*
```

These are the Löwdin partial charges, in e, on atoms 1 to 8: C -0.07; C -0.28; O -0.12; H 0.08; H 0.06; H 0.07; H 0.11; H 0.09



Below is a 9-piece molecular cluster, C18H55N10O11 overall at a distorted geometry, with properties calculated with the ωB97M-V functional and the def2-TZVPD basis.

Results
Lowest unoccupied orbital energy in eV: 2.048
Energy above the lowest of the compared OMol25 structures with the same formula, charge and spin in kcal/mol: 13.8
Calculated total energy in eV: -56977.2104
Orbital gap in eV: 5.054

```
! wB97M-V def2-TZVPD RIJCOSX def2/J DEFGRID3
* xyz -1 1
C 0.7809 -0.2031 0.7782
C 0.1518 0.5901 -0.4301
O 0.3937 -0.0563 -1.6265
H 1.8670 -0.1802 0.8679
H 0.5925 -1.2766 0.7890
H 0.4224 0.2056 1.7229
H 0.4130 1.6432 -0.5341
H -0.9268 0.6557 -0.2871
C -3.0072 -2.6260 4.2652
C -2.1980 -1.3691 4.0376
C -0.6906 -1.5095 4.3427
O -0.0541 -2.2703 3.2139
C 1.3569 -2.2629 3.1873
N -2.3713 -0.7660 2.7320
H -4.0768 -2.6500 4.0569
H -2.6886 -2.9458 5.2573
H -2.6414 -3.4224 3.6171
H -2.6462 -0.6869 4.7601
H -0.4740 -2.0063 5.2884
H -0.3156 -0.4917 4.4499
H 1.6343 -1.2344 2.9567
H 1.7671 -2.9499 2.4471
H 1.7738 -2.7451 4.0715
H -1.8090 -1.3094 2.0928
H -1.8987 0.1088 2.9093
C -3.2818 2.8714 -4.9235
C -2.3275 2.3232 -3.9327
C -2.9036 1.7628 -2.6481
O -3.5314 0.4907 -2.8187
C -3.8666 -0.1428 -1.5386
N -1.6571 1.3181 -4.7594
H -3.0093 3.1666 -5.9367
H -3.7417 3.7844 -4.5451
H -4.1377 2.1972 -4.9549
H -1.5652 3.0150 -3.5744
H -3.5700 2.4171 -2.0861
H -2.0455 1.5760 -2.0024
H -2.9404 -0.1387 -0.9640
H -4.3523 -1.1025 -1.7155
H -4.6053 0.4531 -1.0025
H -1.9561 1.5449 -5.6971
H -2.2941 0.5424 -4.6471
C 4.3749 2.4796 2.2910
C 4.6012 1.1254 1.5438
O 6.0184 1.0022 1.2087
O 4.4643 3.5896 1.4221
H 4.8762 2.6943 3.2348
H 3.3857 2.5501 2.7432
H 4.0755 1.0074 0.5963
H 4.2495 0.3127 2.1793
H 6.0855 0.8879 0.2579
H 5.3868 3.8552 1.4124
C -1.0644 2.6185 3.0934
C 0.4047 2.9651 3.4281
O 1.0376 2.0408 4.2448
O -1.7809 2.5807 4.2771
H -1.1479 1.7073 2.5011
H -1.6528 3.2784 2.4558
H 0.5419 4.0215 3.6589
H 1.0300 2.8344 2.5450
H 0.3770 1.6283 4.8061
H -1.8278 3.4764 4.6192
C 2.7197 3.8078 -1.8847
O 2.0873 3.3511 -2.7920
N 3.4373 4.8487 -2.0521
N 2.5587 3.5316 -0.6260
H 3.6111 5.1302 -3.0064
H 3.7981 5.2888 -1.2178
H 3.2742 3.7639 0.0479
H 1.7844 2.9445 -0.3505
C 2.7377 -2.5259 -2.4151
O 2.3050 -1.9758 -3.3654
N 2.2257 -2.4297 -1.2222
N 3.7598 -3.2424 -2.3901
H 1.3808 -1.8899 -1.3439
H 2.5906 -2.8150 -0.3628
H 4.0648 -3.6288 -1.5081
H 4.3955 -3.3524 -3.1672
C -0.9739 -2.0940 -4.9306
O -0.0133 -1.5122 -5.3927
N -1.4578 -1.9962 -3.7371
N -1.8204 -2.8605 -5.6085
H -2.2211 -2.6566 -3.7736
H -0.9054 -1.6905 -2.9488
H -1.7449 -2.7320 -6.6075
H -2.2022 -3.6997 -5.1961
C -1.6184 -4.4943 0.2179
O -1.9091 -4.8747 -0.8704
N -2.4642 -4.5898 1.2304
N -0.4877 -4.0684 0.6716
H -2.0794 -4.4995 2.1599
H -3.4650 -4.7255 1.2375
H 0.0727 -3.7089 -0.0880
H -0.4456 -3.5799 1.5546
*
```

These are the Löwdin partial charges, in e, on atoms 1 to 8: C -0.10; C -0.48; O -0.32; H 0.04; H 0.03; H 0.03; H 0.05; H 0.04



What is the formula in the first record? C18H54AlAs2F12N9O3P3



Which of these has the highest orbital gap? C18H54O9



Which of these has the highest calculated total energy? C18H54O9